DFT (ωB97M-V with the def2-TZVPD basis set) results for 2 unconnected molecules or ions with the total composition C3H11N2O at a distorted geometry.

The geometry in XYZ format:
```
17
Properties=species:S:1:pos:R:3:forces:R:3:lowdin_charge:R:1
O 0.9894 -3.2711 0.2418 -0.486 0.030 0.358 -0.074
N 1.3008 -0.6160 -1.4037 0.081 0.817 0.155 0.207
N -0.7015 0.3443 -0.7484 2.861 0.884 0.288 0.066
C 0.6343 0.3239 -0.7844 -1.077 0.137 -0.805 -0.144
C -0.5029 2.0108 1.1349 -0.224 0.409 0.372 -0.091
C -1.3526 0.9724 0.4642 -0.941 -1.239 -0.919 -0.184
H -1.1195 2.5281 1.8754 -0.372 0.319 -0.616 0.097
H 0.6051 -4.1042 -0.0663 0.169 0.125 0.098 0.048
H -1.0374 -0.1742 -1.5442 -1.522 -0.293 0.610 0.158
H 1.1842 1.2032 -0.4615 0.119 -0.532 0.869 0.155
H 0.8357 -1.3774 -1.8739 0.251 -0.338 0.281 0.135
H -2.2774 1.4440 0.1349 0.028 -0.108 -0.067 0.125
H 0.2929 1.7231 1.8240 0.481 -0.571 -0.804 0.091
H -0.2067 2.6688 0.3098 0.301 0.442 0.745 0.095
H 0.6613 -3.1835 1.1558 0.274 -0.114 -0.526 0.051
H 2.3019 -0.5860 -1.3128 0.161 -0.272 -0.484 0.142
H -1.6075 0.0936 1.0544 -0.106 0.304 0.444 0.123
```
Positions in Å, forces in eV/Å.

Properties
total charge: +1
HOMO level: -14.8412 eV
max |F|: 3.0 eV/A